Entry from the Open Molecules 2025 dataset: a structure of composition C5H14N2O in a non-equilibrium geometry (ωB97M-V/def2-TZVPD).

Atoms and positions in Å:
H -0.478 0.752 -2.132
H 2.646 -2.243 0.672
H 1.042 2.046 1.382
C -1.265 2.436 0.027
O 1.690 -0.653 -0.140
H 1.180 0.259 0.684
H -2.063 2.227 -0.682
N -1.636 -0.808 -1.366
H 0.353 -0.307 -0.740
H 0.461 0.594 2.321
H -0.443 2.937 -0.485
C 0.444 1.138 1.379
H -2.279 -0.660 -2.148
H 1.376 -3.062 -1.184
H -1.660 3.135 0.774
C 1.616 -1.923 0.482
H -1.559 0.480 0.990
H 1.111 -1.853 1.457
C -0.801 1.212 0.739
N 0.949 -2.958 -0.271
H -0.032 -2.739 -0.402
C -0.653 -0.010 -1.357

- spin multiplicity = 1
- gap between HOMO and LUMO (eV) = 7.92
- HOMO energy (eV) = -8.462